(1)
109
Properties=species:S:1:pos:R:3:forces:R:3:mulliken_charge:R:1 method="wB97M-V/def2-TZVPD" smiles="CC(=O)NCCCCO[P@](=O)(O)ON(C)C(C)=O.c1ccccc1.c1ccccc1.c1ccccc1.c1ccccc1.c1ccccc1.c1ccccc1" total_charge=0
C 2.5122 3.6169 1.1003 -0.579 -0.478 -0.279 -0.528
C 3.8780 3.0408 1.3496 0.206 0.200 0.431 0.612
O 4.6739 3.5664 2.1106 -0.180 -0.395 -0.249 -0.669
N 4.1207 1.8535 0.6917 0.562 0.830 -0.120 0.180
C 5.4873 1.3367 0.6226 -0.069 -0.574 -0.306 -1.007
C 5.6884 0.0451 1.4344 -0.048 0.094 -0.012 -0.733
C 4.3928 -0.7389 1.5844 0.307 -0.649 0.013 0.436
C 4.6577 -2.1507 2.1108 0.534 0.420 0.315 -0.863
O 3.6277 -2.6453 2.9980 -0.042 0.308 -0.762 -0.344
P 2.1460 -2.8935 2.5262 -0.124 -1.417 0.701 1.024
O 1.6364 -4.2385 2.8032 0.098 0.609 0.029 -0.718
O 2.1314 -2.4812 0.9913 -0.034 0.407 0.118 -0.287
O 1.2568 -1.8348 3.3654 -0.357 0.181 -0.498 -0.286
N 1.2421 -0.4659 2.8995 0.259 0.365 0.169 0.529
C 1.7087 0.3750 4.0030 0.142 -0.359 0.023 -1.046
C -0.1576 -0.1905 2.5987 -0.613 -0.051 0.488 0.383
C -0.5618 -0.4414 1.1831 0.092 0.182 0.082 -0.723
O -0.9122 0.2456 3.4275 0.450 0.127 -0.271 -0.551
H 2.5520 4.5097 0.4803 0.135 0.175 0.179 0.263
H 1.8784 2.8949 0.5809 0.005 0.001 -0.091 0.094
H 2.0138 3.8285 2.0432 0.185 0.282 0.060 0.076
H 3.6151 1.7901 -0.1772 -0.235 -0.223 0.106 0.050
H 6.2012 2.1057 0.9032 -0.068 0.100 0.145 0.391
H 5.6761 1.0835 -0.4222 -0.024 0.115 -0.070 0.391
H 6.1269 0.2610 2.4090 -0.056 0.002 0.088 0.390
H 6.3986 -0.5849 0.8926 0.178 0.071 0.067 0.381
H 3.7192 -0.2593 2.2882 -0.118 0.201 -0.279 -0.132
H 3.9291 -0.8375 0.6042 -0.328 0.271 0.113 0.210
H 5.5515 -2.1231 2.7329 -0.026 -0.158 0.092 0.440
H 4.8393 -2.8572 1.3024 -0.146 -0.122 0.005 0.289
H 1.2207 -2.3989 0.6807 0.087 -0.166 -0.229 0.190
H 2.7930 0.3190 4.0605 0.036 -0.047 -0.014 0.326
H 1.2845 0.0497 4.9512 -0.136 0.149 0.056 0.262
H 1.4201 1.3980 3.7770 -0.018 0.056 0.068 0.408
H -1.5960 -0.1417 1.0432 -0.084 -0.218 -0.004 0.104
H 0.0685 0.1710 0.5368 0.128 -0.186 -0.109 0.392
H -0.4296 -1.4979 0.9533 -0.166 -0.003 -0.156 0.037
C -5.1703 -0.7506 -1.8689 -0.028 0.015 0.013 -0.575
C -4.6370 0.0386 -2.8786 0.017 -0.009 -0.004 -0.259
C -3.9088 1.1761 -2.5573 0.019 -0.003 0.018 -0.554
C -3.7187 1.5259 -1.2269 0.035 -0.001 -0.013 -0.423
C -4.2562 0.7388 -0.2173 0.022 -0.009 0.011 -0.506
C -4.9806 -0.4005 -0.5387 -0.010 -0.032 0.014 -0.219
H -5.7342 -1.6411 -2.1163 -0.017 0.006 -0.013 0.368
H -4.7885 -0.2320 -3.9156 0.005 -0.004 -0.007 0.418
H -3.4918 1.7912 -3.3444 -0.001 0.009 -0.015 0.402
H -3.1539 2.4146 -0.9752 0.002 0.026 -0.002 0.437
H -4.1134 1.0147 0.8201 -0.007 0.005 0.008 0.503
H -5.3990 -1.0152 0.2477 0.002 -0.006 0.006 0.398
C -1.0119 -2.9825 -1.6587 0.058 -0.008 0.040 -0.470
C -0.0643 -3.9870 -1.7999 0.029 0.046 -0.007 -0.523
C -0.4565 -5.2560 -2.2037 -0.004 -0.017 -0.010 -0.569
C -1.7944 -5.5186 -2.4610 0.009 -0.009 0.012 -0.521
C -2.7421 -4.5156 -2.3075 -0.008 -0.011 -0.006 -0.493
C -2.3516 -3.2468 -1.9065 -0.042 0.021 0.006 -0.056
H -0.7114 -1.9872 -1.3539 0.006 0.031 -0.050 0.578
H 0.9811 -3.7842 -1.5997 0.009 -0.012 -0.018 0.483
H 0.2812 -6.0392 -2.3187 0.005 -0.007 0.015 0.393
H -2.0995 -6.5065 -2.7807 -0.007 -0.006 -0.001 0.423
H -3.7863 -4.7234 -2.5026 -0.004 -0.008 -0.017 0.438
H -3.0887 -2.4639 -1.7866 0.006 0.025 0.000 0.346
C 2.0598 4.6375 -4.0404 -0.001 0.015 0.006 -0.457
C 2.4698 3.5109 -3.3416 0.009 -0.005 0.021 -0.420
C 1.5254 2.6233 -2.8454 0.056 -0.025 0.063 -0.389
C 0.1732 2.8602 -3.0434 -0.033 -0.001 0.021 -0.278
C -0.2360 3.9899 -3.7373 -0.005 0.011 -0.004 -0.312
C 0.7070 4.8776 -4.2363 0.002 -0.004 0.001 -0.464
H 2.7945 5.3284 -4.4324 0.005 0.009 0.005 0.380
H 3.5252 3.3261 -3.1851 0.008 -0.005 -0.016 0.389
H 1.8437 1.7405 -2.3026 -0.005 -0.027 -0.027 0.462
H -0.5612 2.1646 -2.6581 -0.028 -0.023 0.007 0.363
H -1.2906 4.1795 -3.8899 -0.010 0.000 -0.006 0.366
H 0.3875 5.7578 -4.7784 -0.003 0.006 -0.006 0.362
C -2.3160 -4.6255 -6.0789 0.031 0.011 0.024 -0.407
C -2.2227 -5.6378 -7.0234 0.000 0.000 -0.009 -0.445
C -3.2464 -5.8286 -7.9414 -0.001 -0.005 0.002 -0.379
C -4.3655 -5.0087 -7.9129 -0.006 -0.005 0.001 -0.354
C -4.4622 -4.0004 -6.9638 -0.005 0.010 0.004 -0.442
C -3.4374 -3.8081 -6.0478 -0.009 0.009 0.006 -0.326
H -1.5164 -4.4736 -5.3650 -0.014 -0.006 0.027 0.423
H -1.3509 -6.2790 -7.0442 0.011 0.001 -0.006 0.366
H -3.1720 -6.6169 -8.6793 0.001 -0.006 -0.005 0.361
H -5.1629 -5.1559 -8.6297 -0.008 -0.004 -0.001 0.360
H -5.3374 -3.3638 -6.9387 -0.005 0.007 -0.006 0.354
H -3.5112 -3.0215 -5.3072 0.013 -0.001 0.013 0.488
C 2.4762 8.9717 2.2894 -0.003 -0.006 -0.016 -0.380
C 1.2294 8.6890 2.8298 -0.004 0.008 -0.001 -0.368
C 1.0080 7.4748 3.4652 0.003 -0.004 -0.007 -0.464
C 2.0343 6.5450 3.5565 -0.016 -0.025 -0.006 -0.318
C 3.2793 6.8222 3.0094 0.073 -0.023 0.030 -0.370
C 3.5000 8.0378 2.3770 -0.027 0.006 -0.009 -0.430
H 2.6501 9.9208 1.7987 -0.003 0.005 -0.008 0.361
H 0.4304 9.4153 2.7566 -0.003 0.009 0.007 0.361
H 0.0369 7.2545 3.8897 -0.006 0.003 0.007 0.364
H 1.8673 5.5986 4.0558 -0.010 0.003 0.017 0.460
H 4.0732 6.0892 3.0785 -0.010 -0.027 -0.040 0.406
H 4.4705 8.2570 1.9509 0.011 0.002 0.006 0.378
C -2.7649 -1.8805 5.0148 -0.098 -0.072 0.035 -0.341
C -3.9297 -2.1965 5.7028 0.006 0.003 0.000 -0.545
C -4.0753 -3.4459 6.2892 -0.008 -0.003 -0.001 -0.408
C -3.0573 -4.3841 6.1844 -0.003 0.001 -0.002 -0.384
C -1.8963 -4.0731 5.4906 0.002 -0.022 0.012 -0.548
C -1.7499 -2.8218 4.9080 -0.014 0.021 -0.026 -0.084
H -2.6508 -0.9059 4.5620 0.021 0.019 0.001 0.438
H -4.7256 -1.4666 5.7823 -0.001 0.009 0.011 0.362
H -4.9826 -3.6894 6.8275 -0.005 -0.001 0.004 0.360
H -3.1698 -5.3584 6.6425 -0.003 -0.007 -0.001 0.360
H -1.1030 -4.8039 5.4011 0.013 0.003 -0.012 0.424
H -0.8417 -2.5859 4.3711 0.034 -0.002 0.007 0.377



(2)
43
Properties=species:S:1:pos:R:3:forces:R:3:mulliken_charge:R:1 method="wB97M-V/def2-TZVPD" total_charge=0
Pt 0.7048 0.1385 0.5274 -0.155 0.049 0.091 0.776
C -3.0874 0.3870 1.4444 0.008 -0.029 -0.028 -1.325
C -2.1455 1.5035 1.1620 -0.052 0.018 0.081 0.279
N -0.8645 1.4334 0.8344 0.023 -0.217 -0.056 -0.377
C -0.4650 2.6981 0.4677 0.082 0.060 -0.081 0.556
C -1.4980 3.5601 0.6353 -0.123 -0.005 0.042 -0.065
N -2.5396 2.7912 1.0874 0.070 0.004 -0.093 -0.026
C -1.6999 5.0135 0.3938 0.016 0.083 -0.017 0.441
O -0.6820 5.6702 -0.1061 -0.117 0.020 0.033 -0.537
O -2.7706 5.5029 0.6648 0.007 -0.021 0.007 -0.613
C 0.8187 2.8431 -0.2664 -0.050 0.055 0.043 0.848
O 1.1996 3.9555 -0.6183 0.078 -0.119 -0.043 -0.810
O 1.3823 1.7225 -0.5433 0.043 -0.046 0.060 -0.578
H -2.5904 -0.5705 1.3149 0.001 0.030 -0.008 0.336
H -3.9115 0.4264 0.7309 -0.020 0.028 0.029 0.429
H -3.5046 0.4478 2.4502 0.032 -0.029 0.018 0.336
H -3.4598 3.1706 1.2582 0.003 0.001 0.009 0.231
H 0.1006 5.0649 -0.3053 0.038 0.021 -0.003 0.464
Cl 0.2747 -1.4753 -6.4628 -0.002 -0.004 -0.017 -0.222
C 1.0014 -1.4009 -4.8864 -0.001 0.001 0.013 0.456
C 0.3332 -0.7599 -3.8595 0.009 -0.003 -0.033 -1.226
C 0.9137 -0.7065 -2.6016 0.012 0.080 0.059 0.446
C 2.1526 -1.2866 -2.3542 0.005 -0.014 -0.044 0.254
C 2.8059 -1.9172 -3.4139 -0.008 0.004 -0.003 -0.502
C 2.2421 -1.9796 -4.6755 -0.002 0.001 0.008 -0.684
C 2.8751 -1.3393 -1.0218 0.045 -0.055 0.071 0.668
O 3.9651 -1.8723 -0.9751 -0.021 0.008 -0.025 -0.692
O 2.3302 -0.9033 0.0942 0.011 0.054 0.066 -0.689
H -0.6275 -0.2999 -4.0453 0.000 0.002 0.002 0.405
H 0.3826 -0.1731 -1.8250 0.001 -0.105 -0.039 0.267
H 3.7720 -2.3615 -3.2229 0.003 0.000 0.004 0.460
H 2.7557 -2.4714 -5.4897 -0.001 0.001 -0.003 0.413
Br -2.0675 -1.6358 5.2085 0.002 -0.003 -0.006 -0.169
C -0.8330 -2.0659 3.8533 -0.006 -0.024 -0.001 -0.463
C -0.1687 -3.2802 3.8408 0.005 0.016 -0.006 -0.092
C 0.7370 -3.5019 2.8204 0.019 -0.028 -0.024 -0.720
C 0.9377 -2.5381 1.8487 -0.150 -0.012 -0.138 0.035
N 0.2674 -1.3759 1.8583 0.072 0.057 -0.096 -0.076
C -0.5866 -1.1407 2.8617 0.092 0.114 0.119 -0.391
H -0.3466 -4.0175 4.6112 0.001 0.000 -0.001 0.463
H 1.3010 -4.4219 2.7672 -0.007 -0.003 0.003 0.416
H 1.6473 -2.6646 1.0464 0.021 0.008 0.014 0.312
H -1.0517 -0.1694 2.8912 0.016 0.001 -0.006 0.966



(3)
37
Properties=species:S:1:pos:R:3:forces:R:3:mulliken_charge:R:1 method="wB97M-V/def2-TZVPD" total_charge=+2
C 2.8912 -0.8724 0.2566 0.238 -1.264 -0.006 -1.017
I 3.0769 1.1708 -0.0041 -0.493 1.104 -0.083 0.029
H 1.8471 -1.1869 0.1775 0.227 0.123 -0.013 0.113
H 3.2744 -1.1262 1.2455 -0.072 0.022 -0.156 0.436
H 3.5070 -1.3710 -0.5041 -0.261 0.155 0.295 0.502
Ga -1.9752 0.1011 -0.3782 -0.676 -0.805 3.536 0.830
P -1.0228 0.3616 -2.4368 0.568 0.705 -2.915 0.999
C 0.6669 0.6860 -3.0183 0.759 -0.089 1.088 -1.051
C -1.5876 -0.9175 -3.6021 -0.495 -0.841 0.611 -1.236
H -2.7685 2.0473 -2.2915 -0.135 0.186 -0.251 0.444
H -2.1866 1.7969 -3.9581 -0.017 0.058 -0.031 0.391
H -1.1992 2.7301 -2.7868 -0.195 -0.120 -0.016 0.387
C -1.8869 1.8858 -2.9159 -0.136 0.181 0.636 -1.309
H -2.4828 -1.4320 -3.2200 0.193 0.108 -0.305 0.416
H -1.8297 -0.4449 -4.5625 0.113 0.067 0.294 0.411
H 0.6230 0.8501 -4.1018 -0.436 -0.094 0.120 0.425
H 1.3346 -0.1580 -2.8172 -0.118 0.127 -0.015 0.382
H -0.7992 -1.6688 -3.7568 -0.197 0.250 0.152 0.389
H 1.0883 1.5764 -2.5393 -0.084 -0.208 -0.020 0.338
C 6.1932 0.0309 -0.3066 3.214 -0.724 0.730 0.110
O 7.2902 -0.1494 -0.0208 -2.935 0.550 -0.757 -0.146
Cl -3.9775 -0.1518 0.4704 1.869 0.309 -1.032 -0.121
C -1.3312 1.6210 3.1453 -0.068 -0.263 -0.143 -1.120
C -0.2295 0.8938 2.3939 0.195 0.553 0.345 -0.269
O -0.7239 -0.2012 1.5734 -0.833 0.284 -2.429 -0.087
C -1.1517 -1.3551 2.3193 -0.436 -0.687 0.727 -0.346
C 0.0162 -2.1328 2.8900 -0.027 0.024 0.106 -1.209
H -2.0442 2.1319 2.4784 0.189 -0.257 0.123 0.281
H -0.8634 2.3928 3.7521 0.003 0.037 0.117 0.408
H -1.8739 0.9404 3.8160 0.098 0.357 -0.160 0.311
H 0.3073 1.5522 1.7074 -0.041 -0.100 0.048 0.216
H 0.5168 0.4602 3.0773 -0.293 0.133 -0.248 0.340
H -1.8251 -1.0141 3.1130 0.101 -0.121 -0.115 0.272
H -1.7603 -2.0014 1.6750 0.214 0.278 -0.204 0.470
H 0.4528 -1.6281 3.7536 -0.010 -0.129 -0.060 0.394
H -0.3697 -3.0998 3.2195 0.100 0.059 0.083 0.403
H 0.8029 -2.3181 2.1565 -0.125 0.031 -0.051 0.213



(4)
59
Properties=species:S:1:pos:R:3:forces:R:3:mulliken_charge:R:1 method="wB97M-V/def2-TZVPD" total_charge=+3
Ir -0.6501 0.0887 0.5622 -0.356 0.177 0.019 1.248
C 1.9918 -1.5030 5.3866 0.002 0.004 -0.013 -1.026
Si 3.0363 -0.1609 4.6334 0.002 0.012 -0.006 0.277
C 4.8524 -0.4139 4.9036 -0.023 -0.009 -0.004 -1.108
C 2.4719 1.5478 5.1301 0.003 -0.007 -0.013 -0.956
C 2.7506 -0.2625 2.7213 -0.014 0.000 0.018 0.126
C 3.7860 -0.5293 1.8219 0.005 0.009 -0.002 -0.050
C 3.5865 -0.6135 0.4413 -0.006 0.001 -0.029 -1.070
C 2.3208 -0.4291 -0.0640 0.020 -0.023 0.034 -0.235
N 1.3176 -0.1686 0.7908 -0.019 0.058 0.056 -0.443
C 1.5095 -0.0892 2.1237 0.050 -0.040 -0.007 0.172
S -0.0887 0.2634 2.8037 0.204 -0.143 -0.058 -0.507
H 2.0997 -1.4875 6.4733 0.004 -0.003 0.001 0.391
H 2.3095 -2.4887 5.0413 -0.004 -0.005 0.009 0.351
H 0.9283 -1.3862 5.1670 0.001 0.005 0.002 0.306
H 5.0652 -0.3440 5.9727 0.007 0.000 0.001 0.356
H 5.4637 0.3421 4.4066 -0.001 0.006 0.006 0.351
H 5.1857 -1.4017 4.5789 0.004 -0.001 0.005 0.362
H 2.6225 1.6874 6.2028 0.003 -0.001 0.002 0.397
H 1.4098 1.7148 4.9353 -0.004 0.004 0.001 0.277
H 3.0515 2.3212 4.6207 0.000 0.003 0.004 0.325
H 4.7879 -0.6818 2.2054 0.001 0.000 0.001 0.502
H 4.4041 -0.8310 -0.2315 0.003 -0.002 0.004 0.481
H 2.0831 -0.4954 -1.1172 0.004 0.006 -0.002 0.550
N -1.5634 -0.7063 -1.3801 0.049 -0.006 -0.064 -0.359
C -2.0463 -1.2773 -0.1785 -0.084 -0.095 -0.091 0.542
C -1.1960 -2.1474 0.5608 0.000 0.054 -0.064 -0.516
C -1.6465 -2.5913 1.8367 0.001 -0.003 0.013 -0.497
C -2.7737 -2.0641 2.4207 -0.044 0.017 0.046 -0.653
C -3.4900 -1.0704 1.7527 -0.008 -0.091 0.043 -0.480
C -3.1230 -0.6343 0.4740 0.120 0.188 0.024 -0.448
H -2.2734 -0.1795 -1.8786 0.060 -0.004 -0.096 0.300
H -1.0574 -1.3097 -2.0217 0.024 -0.118 0.126 0.273
H -0.4069 -2.6919 0.0560 0.030 0.026 0.016 0.529
H -1.0799 -3.3618 2.3444 0.006 -0.004 -0.007 0.495
H -3.1020 -2.4098 3.3907 -0.005 -0.006 -0.005 0.471
H -4.3711 -0.6422 2.2153 0.007 0.017 0.005 0.481
H -3.7477 0.0668 -0.0663 -0.035 -0.042 -0.011 0.493
C -1.2899 4.4537 0.9694 -0.003 -0.008 -0.007 -0.909
C -1.4575 2.9213 1.0042 -0.019 0.038 0.007 -0.427
N -0.3070 2.2381 0.3403 0.002 -0.026 0.041 0.082
C 0.9579 2.7785 0.9339 0.022 -0.006 -0.018 -0.114
C 1.1258 4.2739 0.6012 -0.011 0.007 0.010 -1.022
N -0.1667 4.7715 0.0289 0.006 0.013 0.005 -0.014
C -0.4090 4.1256 -1.3003 0.000 0.001 -0.004 -0.916
C -0.3140 2.5972 -1.1085 -0.006 -0.003 0.009 -0.279
H -1.0285 4.8660 1.9421 0.008 -0.006 0.000 0.347
H -2.1867 4.9529 0.6084 -0.001 0.004 0.009 0.383
H -2.3681 2.6180 0.4876 0.013 0.000 -0.003 0.445
H -1.5085 2.5753 2.0338 -0.005 -0.010 0.002 0.493
H 1.7972 2.2197 0.5288 0.006 0.017 0.009 0.242
H 0.9173 2.6125 2.0079 -0.015 0.008 -0.008 0.428
H 1.9019 4.4558 -0.1400 -0.003 -0.007 -0.005 0.370
H 1.3488 4.8609 1.4898 0.009 0.001 -0.003 0.385
H -0.1117 5.7849 -0.0960 0.002 -0.001 -0.002 0.324
H 0.3395 4.4949 -1.9983 -0.005 -0.003 -0.006 0.365
H -1.3916 4.4422 -1.6450 -0.002 -0.004 0.005 0.353
H 0.5951 2.1969 -1.5547 0.004 0.003 0.003 0.473
H -1.1666 2.1187 -1.5828 -0.007 -0.002 -0.006 0.283



| no. | HOMO-LUMO gap (eV) |
| --- | --- |
| 1 | 9.1 |
| 2 | 8.2 |
| 3 | 5.6 |
| 4 | 6.5 |